1.
Formula: C54H49HgIN3OPS2Sb2
Source: the Open Molecules 2025 dataset
Level of theory: wB97M-V/def2-TZVPD

HOMO-LUMO gap (alpha / beta), eV: 5.81 / 7.09
Total energy, Ha: -4395.9397
HOMO energy (alpha / beta), eV: -3.75 / -5.04
2S+1: 2
Net charge: -1

```
114
Properties=species:S:1:pos:R:3:forces:R:3:mulliken_spin:R:1
Hg -0.2600 0.1988 -0.9901 -0.6080 -0.4831 0.2824 0.02
C -1.1368 -0.3535 3.6357 -0.0642 -0.1442 -0.2545 0.00
C -2.5990 -0.6811 3.2473 0.1299 0.0508 -0.1852 0.00
C -2.9230 -2.1234 2.8174 0.2579 0.2963 0.0173 0.00
Sb -1.6725 -3.1239 1.3267 -0.1556 -0.0703 0.2412 0.01
C -1.7420 -4.9652 2.4755 0.1942 0.2020 -0.1764 0.00
C -0.5704 -5.6092 2.8580 0.0175 0.0708 -0.0329 0.00
C -0.6160 -6.7821 3.6023 0.0277 -0.0619 0.0474 0.00
C -1.8389 -7.3234 3.9668 0.0140 -0.0281 0.0090 0.00
C -3.0157 -6.6915 3.5850 -0.0389 0.0080 0.0132 0.00
C -2.9643 -5.5206 2.8442 -0.0211 0.0162 0.0363 0.00
C -3.2612 -3.8330 0.0563 0.2102 0.1766 -0.0512 0.00
C -4.3011 -3.0125 -0.3627 -0.0118 0.0338 0.0528 0.00
C -5.1949 -3.4403 -1.3362 -0.0823 0.0428 0.0158 0.00
C -5.0606 -4.6999 -1.8984 -0.0376 0.0013 -0.0008 0.00
C -4.0368 -5.5342 -1.4730 0.0335 -0.0828 -0.0239 0.00
C -3.1398 -5.0999 -0.5090 0.0545 -0.0028 0.0134 0.00
Sb 0.2308 0.3371 2.0487 0.1124 -0.1597 0.4862 0.00
C 1.5577 1.6757 3.2629 -0.4874 -0.2637 -0.2101 0.00
C 1.9050 0.9876 4.5475 0.0035 -0.0253 0.1167 0.00
C 2.8126 1.3771 5.4489 -0.1055 -0.1504 0.0295 0.00
C 3.6564 2.5663 5.4009 0.1176 0.2446 0.0105 0.00
C 3.6143 3.5220 4.4696 -0.0070 -0.1022 0.0036 0.00
C 2.7300 3.4996 3.2684 0.0788 0.0594 0.0609 0.00
C 1.7504 -1.1895 2.1288 -0.3418 0.0805 -0.0869 0.00
C 1.9359 -2.0447 3.2101 0.0173 -0.0816 -0.0098 0.00
C 2.9151 -3.0279 3.1686 -0.0375 -0.0189 0.0546 0.00
C 3.7095 -3.1717 2.0396 -0.0216 0.0012 -0.0156 0.00
C 3.5142 -2.3387 0.9470 0.1234 -0.0288 -0.0100 0.00
C 2.5406 -1.3515 0.9926 -0.0756 0.0988 -0.0570 -0.01
H -0.7080 -1.2252 4.1353 0.1587 0.1077 0.1123 0.00
H -1.1444 0.4856 4.3358 0.0797 -0.0781 0.1003 0.00
H -2.9430 0.0219 2.4875 -0.0486 0.0302 -0.0538 0.00
H -3.2082 -0.4992 4.1412 -0.0079 0.1390 -0.0846 0.00
H -3.9463 -2.1655 2.4381 -0.0133 -0.0297 0.0950 0.00
H -2.8573 -2.7639 3.6995 -0.0578 -0.1057 -0.0709 0.00
H 0.3867 -5.1902 2.5663 0.0455 -0.0261 0.0264 0.00
H 0.3028 -7.2763 3.8952 0.0025 0.0129 -0.0144 0.00
H -1.8781 -8.2396 4.5433 0.0052 0.0010 0.0001 0.00
H -3.9734 -7.1150 3.8633 -0.0023 0.0009 -0.0016 0.00
H -3.8824 -5.0318 2.5369 -0.0390 -0.0598 0.0228 0.00
H -4.4121 -2.0232 0.0598 0.0058 0.1513 -0.0544 0.00
H -5.9890 -2.7774 -1.6602 0.0182 -0.0215 -0.0001 0.00
H -5.7456 -5.0306 -2.6696 -0.0074 0.0046 0.0177 0.00
H -3.9274 -6.5217 -1.9052 0.0105 0.0065 0.0009 0.00
H -2.3327 -5.7522 -0.1928 -0.0172 -0.0396 -0.0490 0.00
H 1.3301 0.0990 4.7823 0.0801 -0.0048 0.0783 0.00
H 2.9357 0.7653 6.3364 -0.0546 -0.0538 -0.0353 0.00
H 4.3564 2.6754 6.2217 0.0145 0.0469 -0.0153 0.00
H 4.2822 4.3725 4.5476 0.0524 -0.0401 0.0905 0.00
H 2.8786 4.3922 2.6610 0.0112 -0.0189 0.0303 0.00
H 1.3109 -1.9701 4.0926 0.0153 -0.0100 -0.0034 0.00
H 3.0466 -3.6885 4.0177 0.0187 -0.0016 -0.0044 0.00
H 4.4705 -3.9413 2.0089 -0.0021 -0.0122 -0.0239 0.00
H 4.1094 -2.4612 0.0506 -0.0161 0.0139 -0.0233 0.00
H 2.3810 -0.7220 0.1213 0.0420 -0.0362 -0.0358 0.00
S -3.2165 0.7448 -0.3021 0.0214 -0.2475 0.5233 0.00
C -3.0275 0.9983 -1.9521 -0.0001 0.0031 -0.5033 0.00
N -1.8906 0.8083 -2.5814 -0.4205 -0.0194 -0.0843 0.00
C -1.9272 1.1914 -3.9031 -0.1135 0.1691 -0.1845 0.00
C -0.8448 1.1777 -4.7816 0.0145 -0.0042 0.0791 0.01
C -1.0439 1.6081 -6.0810 0.0456 -0.0357 -0.0088 0.00
C -2.2967 2.0430 -6.5123 -0.0915 0.0650 -0.0655 0.00
C -3.3769 2.0739 -5.6439 0.0467 -0.0128 -0.0011 0.00
C -3.1797 1.6514 -4.3390 -0.0538 -0.0178 0.0482 0.00
S -4.3087 1.6014 -3.0100 0.2943 -0.0582 0.0985 0.00
H 0.1252 0.8501 -4.4238 0.0202 0.0159 -0.0043 0.00
H -0.2127 1.6083 -6.7745 0.0082 -0.0150 0.0043 0.00
H -2.4298 2.3663 -7.5368 0.0141 0.0124 -0.0051 0.00
H -4.3488 2.4222 -5.9687 0.0052 0.0091 -0.0437 0.00
N -0.3584 -2.1154 -3.6567 0.0206 -0.0077 -0.0711 0.02
C 0.4087 -2.5295 -2.5995 -0.4393 0.5007 0.3689 0.19
O 0.2356 -1.9827 -1.4644 0.0526 -0.2946 0.0031 0.05
C 1.3369 -3.5613 -2.8055 0.1359 -0.4557 0.0433 0.37
I 3.3828 -2.2168 -4.1271 0.0872 0.0744 -0.0547 0.39
H -0.8027 -1.2183 -3.5367 -0.0897 -0.0341 -0.0014 -0.01
H 0.0261 -2.2792 -4.5739 0.0523 0.0361 0.0070 0.00
H 1.2307 -4.2135 -3.6571 0.0102 0.0346 -0.0417 0.00
H 1.8975 -3.9231 -1.9588 -0.0159 0.0594 0.0264 -0.02
N 1.3240 1.2650 -1.7021 0.7794 0.4799 -0.2409 -0.01
P 1.3929 2.7626 -1.3230 -0.0353 0.3341 0.0004 0.00
C 2.8671 3.4709 -2.1130 -0.0242 -0.1266 -0.0393 0.00
C 3.7288 4.3833 -1.5171 -0.1017 -0.0108 -0.0592 0.00
C 4.8787 4.7834 -2.1839 0.0668 0.0917 0.0599 0.00
C 5.1611 4.2898 -3.4486 0.0092 0.0060 -0.0098 0.00
C 4.3005 3.3801 -4.0491 0.0197 -0.0007 -0.0195 0.00
C 3.1632 2.9629 -3.3788 0.0261 0.0450 0.0664 0.00
C 0.0044 3.8206 -1.8867 0.1209 -0.1072 -0.0261 0.00
C 0.1110 4.5955 -3.0389 0.0509 0.0362 0.1393 0.00
C -1.0006 5.2541 -3.5462 0.0288 0.0650 -0.0716 0.00
C -2.2252 5.1478 -2.9077 -0.0463 -0.0065 0.0000 0.00
C -2.3460 4.3650 -1.7667 -0.0615 -0.0005 -0.0072 0.00
C -1.2410 3.6964 -1.2702 0.0716 0.0047 -0.0310 0.00
C 1.5692 3.0998 0.4833 0.2646 -0.3078 -0.2473 0.00
C 2.5342 2.3322 1.0236 -0.0957 0.3416 -0.1592 0.00
C 2.8165 2.1671 2.4773 0.1358 -0.0831 0.0535 0.00
C 1.2289 3.1781 3.5422 -0.0610 0.0370 0.0239 0.00
C 0.3873 3.9001 2.5410 0.0906 0.0868 -0.1431 0.00
C 0.6073 3.9207 1.2206 -0.1098 0.0659 0.2426 0.00
H 3.5056 4.7673 -0.5289 0.0413 0.0000 0.0148 0.00
H 5.5670 5.4696 -1.7057 -0.0198 0.0378 -0.0189 0.00
H 6.0601 4.6059 -3.9630 0.0112 -0.0097 0.0055 0.00
H 4.5289 2.9773 -5.0274 -0.0025 -0.0046 -0.0038 0.00
H 2.4980 2.2204 -3.8009 0.0634 -0.0611 -0.0411 0.00
H 1.0703 4.6882 -3.5328 -0.0402 0.0172 -0.0474 0.00
H -0.9074 5.8548 -4.4427 0.0042 -0.0122 -0.0067 0.00
H -3.0898 5.6683 -3.3008 -0.0057 -0.0161 -0.0153 0.00
H -3.3038 4.2612 -1.2730 -0.0022 -0.0303 0.0086 0.00
H -1.3459 3.0687 -0.3933 -0.1178 -0.0708 -0.0116 0.00
H 3.1523 1.7646 0.3316 -0.0582 -0.1489 0.0778 0.00
H 3.7227 1.5879 2.6497 -0.0387 -0.0416 -0.0357 0.00
H 0.8944 3.3766 4.5601 -0.0435 -0.0195 -0.0352 0.00
H -0.3824 4.5518 2.9411 -0.0222 0.0006 -0.0373 0.00
H 0.0067 4.5934 0.6264 -0.0935 -0.0248 0.0008 0.00
```
Positions in Å, forces in eV/Å.



2.
Formula: C54H53BrN6O3PYb
Source: the Open Molecules 2025 dataset
Level of theory: wB97M-V/def2-TZVPD

HOMO-LUMO gap (alpha / beta), eV: 7.09 / 5.37
Total energy, Ha: -6717.4426
HOMO energy (alpha / beta), eV: -12.20 / -12.20
Relative energy (zero: lowest compared OMol25 entry of this formula, charge and spin), eV: 0.0000
2S+1: 2
Net charge: +2

```
119
Properties=species:S:1:pos:R:3:forces:R:3:mulliken_spin:R:1
Yb -0.3535 -0.4021 1.0583 0.0209 -0.4477 0.9178 1.01
C -3.4359 0.6491 0.8100 -0.6300 -0.0953 1.1860 0.00
O -2.6402 -0.3475 1.5238 0.9278 -0.0002 -0.9952 0.00
C -3.4283 -1.4739 1.9604 -0.3629 0.1615 0.8072 0.00
C -2.5771 -2.4556 2.7052 1.0744 -0.5035 0.6564 0.00
O -1.5104 -2.9162 1.8008 -0.1745 1.5629 0.8359 0.00
C -0.6943 -3.9040 2.4640 0.4577 -0.4339 0.3377 0.00
C -0.7328 -5.1765 1.6269 0.9601 -0.7310 0.0723 0.00
O -0.1645 -4.9052 0.3544 -0.2043 0.1355 0.1236 0.00
C 0.0298 -5.9844 -0.5650 0.1200 0.8264 -0.6988 0.00
H -3.9488 1.2877 1.5753 0.4597 -0.4525 -0.7535 0.00
H -4.1612 0.1022 0.2166 -0.1154 0.1251 -0.2292 0.00
H -2.7729 1.2347 0.1844 -0.0386 0.0583 0.0029 0.00
H -3.9073 -2.0029 1.1390 -0.0017 0.4373 -0.3921 0.00
H -4.1753 -1.0406 2.6376 -0.0733 -0.3862 -0.0877 0.00
H -3.1678 -3.3843 2.9304 0.2428 1.0748 0.1654 0.00
H -2.1016 -1.9863 3.6426 -0.7313 -0.8251 -1.2994 0.00
H -1.1057 -4.0866 3.4858 0.3606 -0.0292 -0.7537 0.00
H 0.3376 -3.5084 2.5896 -0.6197 -0.2854 -0.1811 0.00
H -1.7512 -5.5503 1.5551 -0.3924 0.0495 -0.2155 0.00
H -0.1562 -6.0005 2.1093 -0.2037 0.5727 0.0461 0.00
H 0.6846 -6.7742 -0.1799 -0.1650 0.0971 0.1699 0.00
H 0.5481 -5.4778 -1.4136 -0.3255 -0.6258 0.5091 0.00
H -0.9084 -6.4199 -0.9660 0.2893 0.2304 0.4905 0.00
C 3.7241 2.5877 0.4028 -0.9782 0.6484 -1.8455 0.00
N 3.1647 1.3093 0.8156 -0.2032 -0.7955 -1.4690 0.00
C 2.1496 0.6548 0.1282 0.6171 -0.3856 0.0406 0.00
N 2.0889 -0.6304 0.4681 0.2534 0.4337 1.9783 0.00
C 3.1324 -0.8118 1.4340 -0.7611 -0.3893 -1.6016 0.00
C 3.8233 0.3527 1.5739 -1.2608 -0.0025 -0.0117 0.00
C 5.0538 0.6371 2.2681 1.3740 0.9712 -0.2383 0.00
C 6.1864 -0.1353 1.9287 -0.5090 1.9689 1.5123 0.00
C 7.4170 0.3284 2.4079 0.1466 -1.4452 -1.2767 0.00
C 7.5469 1.5267 3.0557 -1.7780 0.4552 0.7154 0.00
C 6.4089 2.2696 3.4439 0.3434 -0.9246 -0.2497 0.00
C 5.1699 1.8327 3.0410 -0.4946 -1.3307 -0.6087 0.00
C 3.4424 -2.1438 1.9283 0.4386 0.0400 0.8487 0.00
C 2.7933 -3.2053 1.3197 0.2308 -1.9605 0.2446 0.00
C 2.9387 -4.5121 1.8805 0.8229 0.6980 -0.1296 0.00
C 3.8708 -4.7176 2.8778 -0.5515 1.7058 -0.0833 0.00
C 4.5559 -3.6350 3.4331 0.5726 -0.4441 0.2826 0.00
C 4.3634 -2.3581 3.0190 -2.1753 0.0606 -1.2021 0.00
P 1.3136 1.2166 -1.4080 1.0864 1.4638 -0.1244 0.00
C 0.1296 2.3313 -0.5880 -1.1381 0.8965 -1.0179 0.00
N -0.5558 2.0790 0.5304 1.1752 0.9197 -0.2206 0.00
C -1.0650 3.3305 0.9535 -0.0225 -0.9484 -1.6073 0.00
C -0.8006 4.3042 -0.0094 0.3615 -2.5111 -0.7742 0.00
N -0.0881 3.6291 -1.0433 0.1701 -1.3783 3.2730 0.00
C 0.6317 4.2708 -2.0843 1.3152 0.6621 -2.2800 0.00
C -1.2106 5.6730 -0.1550 -1.0782 1.2332 -0.0789 0.00
C -1.6199 6.2102 -1.3896 -0.5075 -0.2279 0.2794 0.00
C -2.0202 7.5400 -1.5071 0.8802 -0.4184 1.1185 0.00
C -1.9858 8.3638 -0.3893 0.1329 -0.5950 0.0068 0.00
C -1.6851 7.8074 0.8547 -0.4876 0.1028 -1.2350 0.00
C -1.3662 6.4709 0.9777 0.9120 0.5923 -0.3787 0.00
C -1.8704 3.3570 2.1448 0.2986 -0.8819 1.5922 0.00
C -1.5461 2.4839 3.2096 -0.2862 0.2053 -0.4283 0.00
C -2.2066 2.5528 4.4165 0.3837 -0.7509 0.1408 0.00
C -3.2330 3.4550 4.5727 -0.2715 0.4120 1.2676 0.00
C -3.6004 4.2561 3.5310 -1.7126 1.0711 -0.8051 0.00
C -2.9431 4.1957 2.3153 -0.2747 1.1550 -0.9568 0.00
C 0.3773 -0.1163 -2.1639 -0.8157 -0.4449 -0.5469 0.00
N -0.5765 -0.8103 -1.5454 -0.3699 -0.1638 -1.2726 0.00
C -1.2921 -1.4608 -2.5954 0.2614 1.0077 1.8398 0.00
C -0.7551 -1.1771 -3.8236 0.8352 1.2058 1.6693 0.00
N 0.2910 -0.2890 -3.5364 -0.8487 -0.9109 1.2960 0.00
C 1.1423 0.2084 -4.5480 1.8705 2.1964 -0.5736 0.00
C -1.1205 -1.6860 -5.1319 -0.5222 -1.1247 0.3085 0.00
C -1.6652 -3.0294 -5.1835 1.9239 1.3969 -0.9170 0.00
C -1.9902 -3.4723 -6.4336 -0.9109 -1.1273 -0.1313 0.00
C -1.8619 -2.6848 -7.5936 -1.3217 -1.5578 -0.0905 0.00
C -1.3500 -1.4454 -7.5422 0.9294 1.4684 0.8664 0.00
C -1.0011 -0.9243 -6.2734 -0.0379 1.0359 -1.0330 0.00
C -2.4538 -2.2425 -2.2506 -0.9647 -1.1330 -0.3040 0.00
C -2.4025 -2.9434 -1.0686 -0.2733 -0.5268 1.2157 0.00
C -3.4642 -3.8186 -0.6964 0.9617 -0.2126 0.3494 0.00
C -4.4094 -4.1268 -1.6292 -0.2951 -0.4685 -0.9816 0.00
C -4.3521 -3.5574 -2.8942 -0.5707 0.1523 -0.2325 0.00
C -3.5095 -2.5280 -3.1604 1.1256 0.4221 1.5944 0.00
H 3.4971 3.3561 1.0986 -0.5732 0.6776 0.6978 0.00
H 3.2219 2.8505 -0.5981 0.9507 -0.2643 1.4210 0.00
H 4.8074 2.6545 0.3106 -0.0216 -0.8283 -0.1837 0.00
H 6.0878 -1.0478 1.3846 0.0380 -0.3575 -0.3439 0.00
H 8.2562 -0.3306 2.1628 0.0748 0.6219 0.2790 0.00
H 8.4635 1.8996 3.3869 1.5129 0.2405 0.3118 0.00
H 6.5014 3.0933 4.1273 0.1206 0.3886 -0.0939 0.00
H 4.2343 2.3159 3.3176 0.2934 0.1639 0.0575 0.00
H 2.2564 -3.1272 0.3663 -0.0857 0.3112 0.6776 0.00
H 2.4239 -5.4045 1.5579 -0.3232 0.2652 -0.5596 0.00
H 3.9791 -5.6430 3.3423 0.2324 -1.5975 0.4145 0.00
H 5.2613 -3.7601 4.2401 -0.0317 -0.3910 0.1816 0.00
H 4.7486 -1.5749 3.6355 0.2670 0.5254 -0.2035 0.00
H 0.6319 5.3588 -1.9291 -0.1395 -0.4614 -0.0624 0.00
H 0.1427 4.0475 -3.0617 0.3726 0.3455 0.5945 0.00
H 1.7229 3.9803 -2.2070 -1.3703 -0.0468 0.5681 0.00
H -1.7867 5.5295 -2.2141 0.3765 0.1107 -0.2584 0.00
H -2.2503 7.9553 -2.4463 -0.4647 0.2398 -1.0378 0.00
H -2.1993 9.4190 -0.4740 -0.0942 0.0215 0.0017 0.00
H -1.7553 8.4775 1.6644 0.1198 0.3000 1.1931 0.00
H -1.1122 6.0780 1.9324 0.1451 -0.2311 0.6546 0.00
H -0.8125 1.7021 3.1299 0.4978 0.1710 -0.1728 0.00
H -1.9017 1.8658 5.2109 -0.1687 0.3176 -0.1872 0.00
H -3.7187 3.6195 5.5336 0.0375 -0.3696 -0.1728 0.00
H -4.4951 4.9186 3.6224 1.0030 -0.4996 0.0202 0.00
H -3.1970 4.8684 1.4714 -0.1691 -0.5197 0.8105 0.00
H 0.7006 1.1023 -5.0472 0.2291 -0.4777 0.4637 0.00
H 1.2183 -0.5389 -5.3405 0.6310 0.0433 0.3367 0.00
H 2.1270 0.5763 -4.0884 -1.2842 -0.9453 -0.8755 0.00
H -1.6356 -3.6904 -4.3209 -0.1979 0.2879 -0.2420 0.00
H -2.4281 -4.4810 -6.5286 0.3528 0.5753 -0.0574 0.00
H -2.3291 -3.0673 -8.4966 0.5320 -0.0660 -0.1037 0.00
H -1.1591 -0.8429 -8.4244 -0.3437 -0.0618 0.0749 0.00
H -0.7086 0.1559 -6.2646 -0.1980 -1.2637 0.2451 0.00
H -1.4952 -2.8191 -0.4536 -0.8438 -0.4240 -0.2393 0.00
H -3.5150 -4.4396 0.2101 0.5080 0.7659 -0.1137 0.00
H -5.1748 -4.8745 -1.4965 0.0269 -0.1730 0.4777 0.00
H -4.9493 -3.9295 -3.7063 -0.6664 0.0732 0.0269 0.00
H -3.6222 -1.9506 -4.0252 0.0349 0.4945 -1.2984 0.00
Br 0.3421 -0.5522 3.8846 -0.2574 0.0013 -1.7511 0.00
```
Positions in Å, forces in eV/Å.



Question: Which value of total energy does entry 1 give?
Answer: -4395.9397 Ha